48
Properties=species:S:1:pos:R:3:nbo_charge:R:1 method="wB97M-V/def2-TZVPD" homo_ev=-8.648 spin_multiplicity=1 gap_ev=9.14 energy_ev=-31721.5632 smiles="NC(=O)c1ccc(NC(=O)CNC(c2ccccc2)c2ccccc2)cc1"
C -1.99 -1.57 1.38 -0.237
H 0.00 0.58 3.08 0.201
N -1.06 2.40 -1.75 -0.599
C -1.66 -2.73 2.05 -0.151
H -0.17 -2.52 -1.40 0.219
C -1.38 -0.37 1.74 0.158
O -2.99 0.22 -0.64 -0.608
C -0.40 -4.02 3.74 0.657
H 2.08 1.40 0.54 0.208
H 0.56 -1.48 4.27 0.210
C 1.91 -0.73 0.56 -0.198
H 1.52 -2.82 0.37 0.217
C 2.45 4.26 -3.65 -0.206
N -1.62 0.83 1.07 -0.604
C -2.30 1.04 -0.09 0.675
O -1.19 -4.94 3.80 -0.607
C 1.21 2.54 -2.50 -0.026
C 1.58 0.54 0.11 -0.227
H 1.23 0.61 -3.44 0.209
H -1.08 1.61 1.42 0.398
H 0.52 2.82 -0.51 0.196
C 0.01 -0.39 -1.43 -0.184
C -0.46 -0.36 2.79 -0.197
C 0.31 2.14 -1.34 -0.093
C 0.63 0.73 -0.88 -0.045
H 1.38 4.56 -1.82 0.207
H -1.34 1.77 -2.50 0.369
C -2.06 2.43 -0.70 -0.303
C 0.33 -1.66 -0.97 -0.209
C 2.35 2.05 -4.56 -0.220
H -2.71 -1.58 0.58 0.259
C 1.28 -1.83 0.02 -0.221
C -0.72 -2.73 3.07 -0.171
H 1.55 -3.42 4.10 0.391
C 1.66 3.85 -2.59 -0.194
H -2.13 -3.66 1.79 0.238
H 2.66 -0.85 1.33 0.211
H 2.79 5.28 -3.70 0.213
H -1.75 3.15 0.06 0.187
N 0.85 -4.12 4.27 -0.822
H -3.00 2.77 -1.15 0.229
H 1.12 -4.99 4.68 0.405
C 2.80 3.35 -4.64 -0.213
C 1.56 1.64 -3.50 -0.165
C -0.13 -1.52 3.45 -0.193
H 2.62 1.33 -5.32 0.212
H 3.42 3.67 -5.47 0.213
H -0.74 -0.29 -2.20 0.209